This record from the OMol25 dataset describes a molecular structure, C44H62BBaN10O2S in a non-equilibrium geometry. The level of theory is ωB97M-V/def2-TZVPD.

Last column: Löwdin charge in e.
Cartesian coordinates (Å):
Ba -0.424 -0.074 0.361  1.866
C -1.669 -3.694 1.655  -0.020
C -1.449 -2.714 2.760  -0.370
C -1.522 -2.954 4.136  0.014
C -1.201 -1.749 4.734  -0.265
C -1.119 -1.463 6.198  -0.012
N -0.954 -0.861 3.751  0.017
N -1.106 -1.445 2.536  -0.072
B -0.517 0.608 3.942  -0.521
N 0.899 0.858 3.369  0.026
N 1.219 0.693 2.064  -0.161
C 2.508 1.006 1.926  -0.389
C 3.205 0.955 0.607  -0.024
C 3.034 1.377 3.169  0.021
C 1.980 1.273 4.062  -0.261
C 1.996 1.561 5.526  -0.011
N -1.555 1.569 3.313  0.022
N -1.729 1.737 1.978  -0.028
C -2.591 2.742 1.831  -0.373
C -2.975 3.313 0.503  -0.042
C -2.999 3.217 3.083  0.014
C -2.315 2.445 4.002  -0.265
C -2.380 2.551 5.490  -0.013
H -1.426 -4.700 1.993  0.089
H -1.040 -3.446 0.801  0.041
H -2.712 -3.690 1.329  0.072
H -1.774 -3.876 4.634  0.113
H -1.380 -2.364 6.748  0.084
H -1.807 -0.670 6.492  0.076
H -0.113 -1.159 6.486  0.079
H -0.481 0.825 5.109  0.105
H 2.508 0.666 -0.178  0.030
H 4.027 0.237 0.631  0.087
H 3.627 1.931 0.360  0.088
H 4.043 1.682 3.390  0.115
H 2.993 1.879 5.820  0.084
H 1.728 0.676 6.105  0.079
H 1.290 2.353 5.777  0.082
H -2.453 2.806 -0.306  0.026
H -2.708 4.371 0.467  0.088
H -4.053 3.247 0.345  0.083
H -3.690 4.017 3.295  0.114
H -3.111 3.310 5.757  0.084
H -1.414 2.837 5.908  0.080
H -2.679 1.607 5.947  0.078
C 2.054 -2.500 2.352  0.005
C 2.146 -2.827 0.891  -0.286
C 2.778 -4.011 0.508  -0.012
C 2.905 -4.303 -0.835  -0.047
C 2.393 -3.411 -1.760  -0.019
C 1.746 -2.262 -1.314  -0.239
N 1.628 -1.981 -0.009  0.071
C 1.208 -1.288 -2.303  -0.228
C 1.111 -1.618 -3.654  0.009
C 0.687 -0.658 -4.549  -0.014
C 0.391 0.612 -4.091  0.005
C 0.473 0.867 -2.726  -0.237
N 0.852 -0.081 -1.862  -0.039
C 0.217 2.229 -2.177  -0.242
C -0.117 3.289 -3.012  -0.028
C -0.251 4.559 -2.475  -0.032
C -0.011 4.742 -1.132  -0.016
C 0.312 3.636 -0.341  -0.302
C 0.591 3.856 1.116  0.000
N 0.390 2.405 -0.856  0.081
H 2.791 -3.068 2.918  0.090
H 1.063 -2.748 2.735  0.072
H 2.216 -1.439 2.518  0.063
H 3.183 -4.671 1.262  0.117
H 3.412 -5.202 -1.160  0.116
H 2.521 -3.612 -2.812  0.106
H 1.345 -2.607 -4.014  0.106
H 0.605 -0.891 -5.603  0.121
H 0.102 1.375 -4.796  0.108
H -0.254 3.152 -4.074  0.103
H -0.520 5.395 -3.109  0.118
H -0.062 5.725 -0.683  0.124
H 1.209 4.744 1.245  0.095
H 1.090 2.998 1.550  0.054
H -0.343 4.010 1.660  0.080
O -0.913 -2.781 -1.351  -0.036
C -1.429 -3.817 -1.770  -0.470
C -2.780 -3.806 -2.453  -0.081
C -2.906 -4.563 -3.800  -0.163
C -1.599 -5.164 -4.329  -0.198
C -1.210 -6.445 -3.589  -0.175
C -1.346 -6.276 -2.073  -0.164
N -0.814 -5.006 -1.608  0.102
H -3.008 -2.751 -2.587  0.081
H -3.496 -4.200 -1.724  0.124
H -3.293 -3.866 -4.544  0.109
H -3.644 -5.364 -3.712  0.114
H -0.800 -4.422 -4.238  0.103
H -1.705 -5.388 -5.391  0.113
H -0.186 -6.725 -3.850  0.110
H -1.862 -7.263 -3.902  0.116
H -0.829 -7.075 -1.546  0.124
H -2.400 -6.333 -1.793  0.120
H 0.100 -4.981 -1.181  0.135
C -3.748 0.564 -5.285  -0.097
C -4.388 1.384 -4.164  -0.268
C -3.376 1.924 -3.158  -0.316
S -2.845 0.714 -1.885  0.838
O -2.584 -0.570 -2.580  -0.523
C -4.470 0.565 -1.009  -0.306
C -4.955 -0.876 -0.992  -0.273
C -4.196 -1.723 0.028  -0.107
H -4.518 0.182 -5.956  0.076
H -3.191 -0.276 -4.878  0.055
H -3.066 1.181 -5.875  0.075
H -5.142 0.776 -3.658  0.101
H -4.912 2.238 -4.598  0.114
H -3.761 2.775 -2.590  0.093
H -2.461 2.235 -3.664  0.066
H -5.185 1.235 -1.481  0.089
H -4.271 0.917 0.005  0.074
H -4.834 -1.310 -1.987  0.096
H -6.022 -0.876 -0.763  0.119
H -3.135 -1.775 -0.234  0.035
H -4.590 -2.740 0.050  0.078
H -4.289 -1.301 1.031  0.089

relative energy (zero: lowest compared OMol25 entry of this formula, charge and spin): 72.04 kJ/mol
total charge: +1
2S+1: 1
LUMO energy: -2.4625 eV



This record from the OMol25 dataset describes 12 unconnected molecules or ions with the total composition C44H62N10O2S2 in a non-equilibrium geometry. The level of theory is ωB97M-V/def2-TZVPD.

Last column: Löwdin charge in e.
Cartesian coordinates (Å):
C -0.115 -0.715 -0.527  -0.202
S 1.163 0.249 0.460  0.883
O 1.140 1.562 -0.263  -0.593
C 0.161 0.585 1.998  -0.213
H -0.107 -0.835 -1.611  0.027
H -1.075 -0.203 -0.474  0.031
H -0.347 -1.670 -0.057  0.039
H 0.058 1.653 2.187  0.045
H 0.561 0.201 2.937  0.023
H -0.846 0.214 1.811  0.025
C -1.673 4.458 3.969  -0.236
S -1.770 3.063 5.121  0.812
O -0.987 1.988 4.427  -0.564
C -0.727 3.748 6.374  -0.288
H -2.403 4.235 3.191  0.048
H -0.676 4.321 3.550  0.031
H -1.718 5.471 4.369  0.062
H -0.414 3.099 7.192  0.056
H -1.140 4.650 6.826  0.059
H 0.235 3.891 5.881  0.051
N 1.220 -2.436 -5.283  -0.007
C 0.879 -1.104 -5.274  -0.136
C 1.378 -0.578 -4.087  -0.139
C 1.937 -1.599 -3.354  -0.120
C 1.857 -2.833 -4.096  -0.082
H 0.934 -3.095 -5.992  0.143
H 0.405 -0.738 -6.173  0.106
H 1.181 0.441 -3.790  0.082
H 2.188 -1.281 -2.353  0.075
H 2.074 -3.868 -3.877  0.092
N 2.757 -4.843 1.140  0.001
C 3.239 -4.824 -0.143  -0.129
C 3.104 -3.515 -0.576  -0.120
C 2.820 -2.668 0.562  -0.089
C 2.467 -3.586 1.553  -0.151
H 2.752 -5.640 1.760  0.150
H 3.721 -5.639 -0.662  0.112
H 3.483 -3.161 -1.524  0.080
H 2.836 -1.590 0.615  0.029
H 1.990 -3.457 2.513  0.088
N 3.501 -0.200 5.016  0.018
C 3.186 -0.356 3.662  -0.093
C 3.444 0.902 3.020  -0.109
C 3.849 1.781 4.014  -0.127
C 3.927 1.080 5.196  -0.147
H 3.358 -0.885 5.744  0.148
H 2.854 -1.316 3.296  0.081
H 3.343 1.206 1.988  0.066
H 4.075 2.822 3.836  0.094
H 4.143 1.465 6.182  0.106
N -1.192 -4.554 3.414  0.014
C -2.098 -4.087 2.511  -0.152
C -2.015 -2.661 2.432  -0.066
C -0.989 -2.271 3.371  -0.083
C -0.587 -3.462 3.945  -0.186
H -0.982 -5.539 3.487  0.152
H -2.804 -4.754 2.038  0.101
H -2.556 -1.963 1.810  0.073
H -0.707 -1.239 3.517  0.067
H 0.236 -3.521 4.642  0.098
N -1.942 2.027 -2.662  0.031
C -1.380 3.044 -1.875  -0.164
C -1.449 4.218 -2.527  -0.113
C -2.355 4.000 -3.676  -0.082
C -2.624 2.613 -3.719  -0.125
H -1.864 1.023 -2.577  0.101
H -0.835 2.674 -1.019  0.085
H -0.988 5.175 -2.335  0.092
H -2.625 4.698 -4.454  0.074
H -3.204 2.015 -4.406  0.071
N 2.275 3.895 1.177  0.014
C 2.054 4.511 2.385  -0.154
C 2.115 5.886 2.193  -0.117
C 2.500 6.102 0.850  -0.101
C 2.487 4.847 0.245  -0.131
H 2.500 2.920 1.035  0.097
H 2.081 3.883 3.263  0.086
H 2.004 6.666 2.931  0.086
H 2.847 7.049 0.466  0.088
H 2.687 4.430 -0.731  0.104
N -0.204 -4.957 -1.089  0.054
C -0.834 -5.191 -2.331  -0.138
C -1.985 -6.016 -2.254  -0.096
C -2.159 -6.252 -0.840  -0.094
C -1.025 -5.637 -0.229  -0.175
H 0.551 -4.335 -0.838  0.112
H -0.298 -4.763 -3.166  0.076
H -2.626 -6.178 -3.108  0.084
H -2.982 -6.798 -0.403  0.079
H -0.814 -5.529 0.825  0.069
N -5.445 -0.425 1.302  0.031
C -4.906 0.276 0.253  -0.139
C -3.839 1.038 0.683  -0.132
C -3.711 0.844 2.016  -0.141
C -4.651 -0.100 2.417  -0.115
H -6.217 -1.076 1.260  0.145
H -5.265 0.240 -0.765  0.097
H -3.292 1.781 0.122  0.092
H -3.011 1.407 2.616  0.080
H -4.908 -0.550 3.364  0.103
N -2.583 -0.590 -4.932  0.021
C -3.900 -0.328 -4.812  -0.198
C -4.359 -0.870 -3.667  -0.113
C -3.233 -1.412 -2.914  -0.065
C -2.162 -1.280 -3.833  -0.148
H -2.030 -0.249 -5.706  0.145
H -4.422 0.225 -5.579  0.116
H -5.363 -0.954 -3.275  0.087
H -3.216 -1.869 -1.936  0.087
H -1.158 -1.611 -3.615  0.082
N 2.618 2.078 -2.551  -0.010
C 3.889 1.711 -2.904  -0.141
C 4.173 2.299 -4.147  -0.108
C 2.907 2.677 -4.694  -0.103
C 2.069 2.823 -3.578  -0.136
H 2.057 1.802 -1.757  0.058
H 4.460 1.206 -2.138  0.099
H 5.089 2.194 -4.710  0.081
H 2.879 3.055 -5.705  0.082
H 1.090 3.237 -3.391  0.092

relative energy (zero: lowest compared OMol25 entry of this formula, charge and spin): 512.41 kJ/mol
2S+1: 1
LUMO energy: 0.2852 eV



- Number 1 is which compound?
  C44H62BBaN10O2S